No. 1
Density functional theory data (ωB97M-V/def2-TZVPD) for a 2-piece molecular cluster, C22H21F4Si overall.

As for the HOMO-LUMO gap: 6.5 eV. The energy relative to the best compared isomer or geometry (same formula, charge and spin) is 0.00 kcal/mol. Its net charge is +1.

Last column: Löwdin charge in e.
Geometry (Å):
F (4.2515, -1.4734, -3.3903)  0.0513
C (3.9676, -0.2520, -2.8178)  -0.2249
C (5.0265, 0.5994, -2.5149)  0.0776
C (4.6983, 1.8271, -1.9468)  -0.2251
F (5.6997, 2.7346, -1.6853)  0.0555
C (3.3901, 2.1981, -1.6724)  0.0307
C (2.3470, 1.3168, -1.9941)  -0.1879
C (1.0115, 1.6455, -1.3716)  -0.0948
C (-0.3277, 1.2921, -1.9630)  -0.2013
C (-1.3624, 2.2160, -1.7763)  0.0235
C (-2.6742, 1.8511, -2.0707)  -0.2294
F (-3.6813, 2.7383, -1.7682)  0.0544
C (-3.0153, 0.6107, -2.6017)  0.0762
C (-1.9574, -0.2621, -2.8191)  -0.2220
F (-2.2457, -1.5020, -3.3405)  0.0547
C (-0.6277, 0.0351, -2.5062)  0.0358
C (2.6358, 0.0822, -2.5913)  0.0321
H (6.0539, 0.3433, -2.7576)  0.1412
H (3.1510, 3.1536, -1.2004)  0.1326
H (0.9993, 2.6954, -1.0714)  0.1241
H (-1.1364, 3.2118, -1.4005)  0.1326
H (-4.0453, 0.3552, -2.8449)  0.1432
H (0.1278, -0.7118, -2.7031)  0.0970
H (1.8537, -0.6185, -2.8736)  0.1005
C (1.7297, -2.1325, 0.7710)  -0.1503
Si (0.9742, -0.6326, 1.6003)  0.9813
C (1.9829, 0.2313, 2.9187)  -0.1554
H (1.0708, 1.1080, -0.4555)  0.0715
C (-0.8117, -0.8198, 2.0172)  -0.3003
C (-1.1126, -1.7203, 3.0627)  -0.0799
C (-2.4362, -1.9151, 3.4321)  -0.0295
C (-3.4757, -1.2504, 2.7959)  -0.2554
C (-4.8853, -1.4975, 3.2371)  -0.0346
C (-3.1739, -0.3622, 1.7606)  -0.0166
C (-1.8647, -0.1337, 1.3757)  -0.0711
H (1.0955, -2.4887, -0.0594)  0.0531
H (2.7315, -1.9265, 0.3559)  0.0464
H (1.8116, -2.9367, 1.5201)  0.0652
H (1.5101, 1.1855, 3.2079)  0.0541
H (2.0339, -0.4141, 3.8093)  0.0645
H (3.0112, 0.4585, 2.5881)  0.0495
H (-0.3043, -2.2553, 3.5742)  0.1123
H (-2.6708, -2.6041, 4.2421)  0.1295
H (-5.5835, -0.9070, 2.6362)  0.0837
H (-5.1405, -2.5635, 3.1393)  0.0973
H (-5.0102, -1.2296, 4.2973)  0.0977
H (-3.9934, 0.1446, 1.2713)  0.1195
H (-1.6291, 0.5751, 0.5838)  0.0898


No. 2
Density functional theory data (ωB97M-V/def2-TZVPD) for an isolated ion of composition CH2NO4 and charge -1.

As for the HOMO-LUMO gap: 8.7 eV. The energy relative to the best compared isomer or geometry (same formula, charge and spin) is 3.82 kcal/mol. As for the SMILES: O=C([O-])ONO. Its net charge is -1.

Last column: Löwdin charge in e.
Geometry (Å):
C (-2.0797, 0.2370, -0.1575)  -0.7200
N (0.4093, -0.4076, -0.4497)  -0.1699
O (-0.8164, -0.9025, 0.0392)  -0.1832
O (-3.0474, -0.2455, 0.3343)  0.0399
O (-1.7197, 1.1147, -0.8508)  0.0353
O (1.1664, 0.4771, 0.4199)  -0.1701
H (0.0489, 0.3430, -1.0214)  0.0467
H (0.4774, 1.2561, 0.6488)  0.1213


No. 3
Density functional theory data (ωB97M-V/def2-TZVPD) for C31H33ClHgN9O4S2 as an isolated structure.

As for the expectation value of S²: 0.786. As for the multiplicity: 2. As for the HOMO-LUMO gap (alpha / beta): 3.1 / 5.4 eV. The energy relative to the best compared isomer or geometry (same formula, charge and spin) is 0.00 kcal/mol. Its net charge is -2.

Last column: Mulliken spin population.
Geometry (Å):
Hg (-0.8046, 2.0255, 1.7652)  0.0008
Cl (-2.7570, 9.1394, 0.0587)  0.0006
C (-2.3530, 7.5961, 0.8401)  -0.1629
C (-1.9942, 7.5995, 2.1808)  0.2584
C (-1.6813, 6.3674, 2.7725)  0.0076
C (-1.7139, 5.1420, 2.0870)  0.1343
O (-1.4298, 4.0420, 2.7059)  0.0476
C (-2.0978, 5.1697, 0.6776)  -0.1316
C (-2.1994, 4.0392, -0.1491)  0.3940
O (-1.9860, 2.7740, 0.0877)  0.1613
C (-2.4084, 6.4411, 0.0988)  0.2130
H (-1.9546, 8.5231, 2.7436)  0.0326
H (-1.3922, 6.3255, 3.8175)  -0.0067
H (-2.5223, 4.2504, -1.1803)  0.0252
H (-2.6947, 6.4855, -0.9461)  0.0210
S (0.5778, -1.7818, 3.9326)  0.0001
C (-1.0726, -1.4780, 4.2689)  -0.0004
C (-1.4804, -0.2969, 3.7206)  0.0013
C (-0.4544, 0.4042, 3.0180)  0.0012
C (0.7278, -0.2744, 3.0888)  0.0009
C (2.0101, 0.1291, 2.4908)  0.0000
C (2.8510, -0.8016, 1.8795)  -0.0004
C (4.0150, -0.3573, 1.2814)  0.0001
C (4.3218, 0.9948, 1.3292)  0.0001
C (3.4409, 1.8372, 1.9914)  0.0001
N (2.3179, 1.4261, 2.5664)  0.0004
H (-1.6588, -2.1826, 4.8388)  0.0000
H (-2.4971, 0.0663, 3.8012)  0.0002
H (2.5502, -1.8346, 1.7955)  0.0000
H (4.6560, -1.0596, 0.7610)  0.0000
H (5.2116, 1.3925, 0.8572)  0.0000
H (3.6240, 2.9054, 2.0425)  0.0000
C (-0.9898, -1.5431, 0.0992)  -0.0008
N (-1.9560, -0.4387, 0.0435)  -0.0026
C (-3.2585, -0.9498, 0.4343)  0.0031
N (-3.7180, -2.0429, -0.4504)  -0.0001
C (-2.7071, -3.1046, -0.4008)  0.0000
N (-1.3834, -2.6458, -0.7987)  0.0000
C (-1.4673, -2.0953, -2.1545)  0.0000
N (-2.4392, -1.0024, -2.2636)  0.0000
C (-2.0226, 0.0606, -1.3241)  0.0015
C (-3.7377, -1.5115, -1.8206)  -0.0004
H (-0.9397, -1.9213, 1.1231)  -0.0002
H (-0.0134, -1.1624, -0.2003)  0.0018
H (-3.9913, -0.1391, 0.3802)  0.0007
H (-3.2090, -1.3184, 1.4602)  -0.0002
H (-3.0184, -3.9172, -1.0686)  0.0000
H (-2.6527, -3.4893, 0.6218)  -0.0001
H (-1.7552, -2.8955, -2.8440)  -0.0001
H (-0.4771, -1.7201, -2.4308)  0.0000
H (-2.7243, 0.8942, -1.3712)  -0.0031
H (-1.0380, 0.4323, -1.6026)  0.0010
H (-4.0522, -2.3118, -2.4997)  0.0000
H (-4.4689, -0.7013, -1.8686)  -0.0005
C (-0.0052, -6.6279, -0.2174)  0.0000
N (0.6006, -5.5185, -0.9092)  0.0000
C (0.4039, -5.1810, -2.2395)  0.0000
C (1.0527, -4.0224, -2.4439)  0.0000
N (1.6385, -3.6610, -1.2563)  0.0000
C (1.3534, -4.5670, -0.2893)  0.0000
S (1.8361, -4.5967, 1.3260)  0.0000
H (-0.2484, -7.4078, -0.9382)  0.0000
H (-0.9125, -6.3112, 0.3005)  0.0000
H (0.6958, -7.0055, 0.5244)  0.0000
H (-0.1824, -5.7936, -2.9004)  0.0000
H (1.1329, -3.4002, -3.3166)  0.0000
H (2.0311, -2.7330, -1.1122)  0.0000
C (4.1818, -0.0904, -3.2777)  0.0001
N (3.3548, 0.7101, -2.4042)  0.0002
C (3.5814, 2.0456, -2.2313)  -0.0006
C (2.8286, 2.7656, -1.3950)  0.0003
C (1.7764, 2.0892, -0.6252)  -0.0016
O (1.1448, 2.7288, 0.2159)  -0.0027
N (1.5577, 0.7605, -0.8549)  0.0034
C (2.3011, 0.0765, -1.7082)  0.0020
O (2.1737, -1.1417, -1.9535)  0.0004
H (4.8717, 0.5686, -3.8057)  0.0000
H (3.5707, -0.6311, -3.9999)  0.0000
H (4.7517, -0.8301, -2.7118)  0.0000
H (4.3938, 2.4642, -2.8141)  0.0000
H (2.9837, 3.8240, -1.2499)  -0.0004


No. 4
Density functional theory data (ωB97M-V/def2-TZVPD) for a 16-piece molecular cluster, C3H38NO15S overall.

As for the HOMO-LUMO gap: 6.8 eV. The energy relative to the best compared isomer or geometry (same formula, charge and spin) is 62.54 kcal/mol. Its net charge is -1.

Last column: Löwdin charge in e.
Geometry (Å):
C (0.4544, 1.4454, 0.1340)  -0.2533
C (0.6278, 2.7777, -0.6898)  -0.5257
S (-0.1130, 2.6387, -2.4838)  0.3572
C (1.1435, 0.2910, -0.6773)  -0.3063
N (1.0803, -1.0910, -0.0126)  0.0031
H (-0.6508, 1.2978, 0.1221)  0.0692
H (0.8484, 1.3483, 1.1669)  0.0773
H (1.5860, 3.1312, -0.9594)  -0.0092
H (-0.0926, 3.5408, -0.2318)  0.0498
H (2.1768, 0.6396, -0.9162)  0.0865
H (0.5305, 0.2251, -1.6306)  0.0376
H (1.7631, -1.7088, -0.5548)  0.0565
H (1.3667, -0.9748, 0.9914)  0.0439
H (-3.3267, -2.0827, -0.5439)  0.0881
H (-2.1375, -2.9308, -0.8769)  0.0623
O (-2.8276, -2.8661, -0.1843)  -0.0885
H (3.0173, -0.4504, 2.4865)  -0.0122
H (3.7459, -1.6485, 2.3562)  -0.0511
O (2.9541, -1.4167, 2.6494)  -0.0259
H (-2.5174, 1.6407, -3.1071)  -0.0760
H (-2.2826, 2.8074, -2.2965)  -0.0742
O (-2.9697, 2.1296, -2.5033)  -0.1354
H (-1.2976, -0.4989, -1.0655)  0.0424
H (-2.5901, 0.2703, -1.5332)  0.0734
O (-2.2094, -0.2727, -0.7715)  -0.0998
H (1.0806, 0.1620, 4.3207)  -0.0523
H (0.4004, 1.5471, 4.1112)  -0.0660
O (1.0930, 1.0124, 4.1514)  0.0573
H (3.9571, 1.8447, -1.7227)  0.0029
H (3.0312, 2.3148, -2.6852)  -0.0286
O (3.5950, 1.6118, -2.5348)  -0.0111
H (-1.9230, 2.9162, 0.5524)  -0.0372
H (-2.8642, 1.8890, -0.0666)  0.0004
O (-2.7000, 2.4646, 0.6742)  -0.0063
H (0.8129, 0.6887, -4.5155)  0.0256
H (-0.2329, -0.2659, -3.7480)  0.0000
O (0.2673, -0.1394, -4.5928)  -0.1288
H (2.2027, 1.2464, 1.6096)  -0.0025
H (3.1958, 1.4380, 2.6469)  0.0647
O (3.1515, 1.0767, 1.7433)  -0.0617
H (-0.8905, -1.2713, 2.5672)  0.0655
H (-1.6805, -1.2953, 3.8156)  0.0072
O (-0.8181, -1.0887, 3.5613)  -0.0707
H (2.4447, -2.5467, -3.2218)  0.0890
H (2.2979, -1.1923, -2.9534)  0.1339
O (2.0750, -2.0835, -2.4219)  -0.1249
H (-2.7649, -0.5718, 0.9570)  0.0496
H (-2.5780, -2.0451, 1.1973)  -0.0294
O (-2.6131, -1.2226, 1.7141)  -0.1046
H (-1.3965, 0.6173, 3.4780)  -0.0160
H (-1.8708, 1.8744, 3.0862)  -0.0175
O (-1.4567, 1.5055, 3.8049)  -0.0158
H (-0.3188, -3.7530, 1.6127)  0.0234
H (-1.7452, -3.6074, 1.0154)  -0.0414
O (-1.2183, -4.0355, 1.6730)  -0.0307
H (0.3238, -2.3270, -2.4295)  -0.0616
H (-0.6357, -2.3304, -3.5836)  0.0402
O (-0.5011, -2.6759, -2.6847)  -0.0422